Molecular formula: C4H4NO
Method: DFT, ωB97M-V/def2-TZVPD

Values from the calculation:
Largest force on an atom in eV/A: 3.76
Highest occupied orbital energy in eV: -14.6
Relative energy (zero: lowest compared OMol25 entry of this formula, charge and spin) in kJ/mol: 321.7
Total charge: +1
Frontier orbital gap in Eh: 0.28532

```
10
C4H4NO | the OMol25 dataset | ωB97M-V/def2-TZVPD
O 2.391 -0.228 0.085
N -0.317 -1.862 0.106
C 1.178 -0.060 0.118
C 0.165 0.874 -0.009
C -1.104 0.402 0.049
C -1.272 -1.101 0.038
H 3.137 0.540 -0.186
H -2.385 -1.356 -0.118
H -2.069 0.902 0.014
H 0.277 1.888 -0.095
```